{"formula": "CH2ClNOS2", "method": "the ωB97M-V functional and the def2-TZVPD basis", "elements": ["C", "N", "O", "S", "S", "Cl", "H", "H"], "coordinates": [[-0.407176, -0.925911, -0.939344], [0.610536, -0.991067, -0.217640], [-1.310924, -0.036275, -1.045533], [1.175584, -0.410724, 2.446685], [1.230894, 0.425515, 0.770042], [0.590642, 2.827019, 1.339903], [-0.830308, -1.758396, -1.565222], [-1.059247, 0.869839, -0.788892]], "forces_ev_per_angstrom": [[-0.523, -2.562, -0.723], [1.652, 1.349, 0.769], [-2.127, 3.440, -0.541], [0.058, 0.181, 0.573], [-0.232, -1.200, -0.763], [-0.186, -0.917, -0.440], [1.372, -0.052, 0.770], [-0.014, -0.240, 0.355]], "orbital_gap_ev": [7.0667, 6.6835], "spin_multiplicity": 1, "homo_ha": [-0.3559, -0.3503]}

{"formula": "CH2ClO2P", "method": "the ωB97M-V functional and the def2-TZVPD basis", "elements": ["O", "C", "O", "P", "H", "Cl", "H"], "coordinates": [[-0.327278, 0.532111, 0.398828], [0.912281, 0.943615, 0.518460], [1.027354, 1.715609, -0.584728], [-0.600525, 1.329585, -1.090479], [1.554846, 0.865726, 1.339199], [-0.920395, -2.284978, -0.600006], [-1.646283, -3.101668, 0.018727]], "forces_ev_per_angstrom": [[0.537, -0.652, 1.303], [-2.696, 1.739, -3.898], [0.756, -0.898, 1.497], [0.625, 0.187, 0.252], [0.839, -0.170, 0.902], [0.385, 0.356, -0.441], [-0.446, -0.562, 0.385]], "orbital_gap_ev": 7.9253, "spin_multiplicity": 1, "smiles": "O1C2OP12.Cl", "homo_ha": -0.2763}

{"formula": "CH2ClO2P", "method": "the ωB97M-V functional and the def2-TZVPD basis", "elements": ["C", "O", "O", "P", "Cl", "H", "H"], "coordinates": [[-0.186632, 0.665680, -0.390256], [0.872811, -0.223905, -0.626615], [-0.128967, 0.605974, 1.031972], [1.111314, -0.467789, 0.951676], [-0.339571, -2.459900, 0.709892], [-0.232735, 1.756693, -0.855422], [-1.096219, 0.123248, -0.821246]], "forces_ev_per_angstrom": [[-2.931, 0.359, -1.619], [2.046, 0.980, -1.061], [0.461, 0.613, 0.411], [-2.685, -1.954, -0.505], [1.336, 1.383, 0.660], [1.000, -2.190, 1.181], [0.772, 0.809, 0.933]], "orbital_gap_ev": 9.6799, "spin_multiplicity": 1, "homo_ha": -0.3746}

{"formula": "CH2ClPS", "method": "the ωB97M-V functional and the def2-TZVPD basis", "elements": ["C", "P", "S", "Cl", "H", "H"], "coordinates": [[-0.791112, -1.432237, 0.012840], [1.710621, 3.482912, 0.292907], [-0.039201, -1.049897, 1.380461], [1.320473, 1.820344, -0.745580], [-1.717720, -1.999559, -0.115868], [-0.483060, -0.821563, -0.824759]], "forces_ev_per_angstrom": [[-0.174, 1.360, 0.326], [0.034, 0.173, 0.121], [-0.281, -0.694, 0.078], [-0.031, -0.167, -0.147], [0.463, -0.275, 0.271], [-0.011, -0.397, -0.649]], "orbital_gap_ev": [7.0526, 7.0182], "spin_multiplicity": 1, "homo_ha": [-0.3080, -0.3068]}

{"formula": "CH2ClPSi", "method": "the ωB97M-V functional and the def2-TZVPD basis", "elements": ["P", "C", "Si", "Cl", "H", "H"], "coordinates": [[-2.651660, -0.631334, 0.191708], [-1.269042, -0.067077, -0.313710], [0.575436, 0.133847, -0.033645], [1.453567, 1.849504, 0.164349], [1.169415, -0.590181, -1.154342], [0.722283, -0.694757, 1.145638]], "forces_ev_per_angstrom": [[1.749, 0.882, -1.072], [-1.309, -0.301, 1.444], [-1.810, -2.978, -0.939], [0.776, 2.338, 0.259], [0.285, 0.052, -0.241], [0.310, 0.006, 0.548]], "orbital_gap_ev": 9.8066, "spin_multiplicity": 1, "smiles": "P#C[SiH2]Cl", "homo_ha": -0.3666}

{"formula": "CH2F2N2O", "method": "the ωB97M-V functional and the def2-TZVPD basis", "elements": ["N", "N", "O", "C", "F", "F", "H", "H"], "coordinates": [[-1.145498, 0.072400, 0.276039], [0.094281, -0.460182, 0.036925], [0.068006, -1.729340, -0.074886], [1.150227, 0.333789, 0.025590], [2.407643, -0.034902, -0.162783], [0.991959, 1.700283, -0.048025], [-1.673314, 0.799496, -0.239059], [-1.893301, -0.681546, 0.186202]], "forces_ev_per_angstrom": [[-4.540, -0.033, 0.740], [1.269, 0.532, -1.207], [1.058, 0.277, 0.170], [-0.897, 0.891, -0.407], [-1.494, -0.055, 0.157], [0.080, -2.340, 0.335], [2.231, 0.303, -0.309], [2.293, 0.425, 0.521]], "orbital_gap_ev": 9.7182, "spin_multiplicity": 1, "smiles": "N[N+]([O-])=C(F)F", "homo_ha": -0.3319}

{"formula": "CH2F2N2OP", "method": "the ωB97M-V functional and the def2-TZVPD basis", "elements": ["F", "C", "F", "O", "N", "P", "N", "H", "H"], "coordinates": [[0.835172, -0.908673, 0.972674], [1.365063, -0.263295, -0.108685], [1.811464, 0.897740, 0.250453], [0.286105, -0.206118, -1.097928], [-0.928510, -0.071523, -0.518818], [-2.013949, -0.052521, 0.752618], [-1.999184, 0.369487, -0.958158], [2.082301, -0.957092, -0.628674], [-1.438459, 1.191998, 1.336517]], "forces_ev_per_angstrom": [[0.541, 0.603, -0.452], [0.192, -2.931, 0.158], [-0.321, 0.279, -0.301], [-1.502, 0.679, 0.214], [0.655, 0.990, -2.408], [-0.796, 0.218, 4.116], [2.271, -0.185, -1.421], [-0.279, 1.124, 0.599], [-0.761, -0.778, -0.506]], "orbital_gap_ev": 9.7731, "spin_multiplicity": 1, "smiles": "FC(F)O[N+]1=[PH]=N1", "charge": 1, "homo_ha": -0.6059}

{"formula": "CH2F2O2PS", "method": "the ωB97M-V functional and the def2-TZVPD basis", "elements": ["C", "O", "O", "F", "F", "P", "S", "H", "H"], "coordinates": [[-1.281846, 0.996891, 0.876433], [0.510816, -0.641366, -0.324483], [1.552573, -2.871165, -1.007707], [-0.657865, 2.104932, 0.595732], [-2.489869, 1.345287, 1.327987], [1.484805, -1.362664, -1.116406], [2.789478, -0.346412, -2.155214], [-1.208892, 0.292402, -0.011860], [-0.699199, 0.482096, 1.815518]], "forces_ev_per_angstrom": [[2.301, -3.966, 1.955], [-1.441, 1.023, 0.939], [-0.018, 1.875, -0.471], [1.284, 2.311, -0.771], [-1.705, -0.012, 0.018], [1.940, -2.927, -0.564], [-0.172, -0.230, -0.069], [-0.853, 0.960, 1.184], [-1.336, 0.967, -2.222]], "orbital_gap_ev": 8.2702, "spin_multiplicity": 1, "charge": -1, "homo_ha": -0.1700}

{"formula": "CH2F3FeNO3S", "method": "the ωB97M-V functional and the def2-TZVPD basis", "elements": ["Fe", "N", "S", "O", "O", "C", "F", "F", "F", "O", "H", "H"], "coordinates": [[2.258874, 0.504902, -1.114467], [0.579918, 0.296048, 1.319643], [-0.302017, 0.982230, 0.287183], [-0.990107, 2.225560, 0.677004], [0.344677, 1.045699, -1.090121], [-1.751206, -0.133994, -0.115548], [-2.588974, -0.172400, 0.918655], [-1.325804, -1.376196, -0.349371], [-2.422392, 0.289283, -1.183409], [2.183339, -1.232682, -0.326432], [2.930124, -1.673827, 0.078242], [1.083566, -0.754627, 0.898621]], "forces_ev_per_angstrom": [[0.534, -0.186, 0.057], [0.569, -2.425, -1.003], [-0.073, 0.272, 0.472], [1.168, -1.574, -0.516], [-0.964, 0.285, 0.458], [0.860, 0.563, 0.177], [-0.316, -0.090, 0.217], [-0.027, -0.323, -0.136], [-0.333, 0.021, -0.324], [-0.147, -0.340, 0.070], [0.193, 0.031, -0.083], [-1.463, 3.768, 0.609]], "orbital_gap_ev": [6.2889, 8.8229], "spin_multiplicity": 6, "charge": -1, "homo_ha": [-0.0923, -0.1959]}

{"formula": "CH2F3InO3S", "method": "the ωB97M-V functional and the def2-TZVPD basis", "elements": ["In", "O", "H", "H", "S", "O", "O", "C", "F", "F", "F"], "coordinates": [[-2.927101, 0.093018, -1.336814], [0.207141, 0.960891, -0.493027], [-0.554080, 0.687611, -1.902109], [-1.234064, 0.926640, -3.338073], [-0.519772, 0.349076, 0.691431], [-1.374018, 0.603817, -2.445294], [-1.959738, -0.035654, 0.288909], [0.223464, -1.382270, 0.704078], [1.532976, -1.301061, 0.487787], [0.022162, -1.945963, 1.891681], [-0.318432, -2.149018, -0.231716]], "forces_ev_per_angstrom": [[-3.272, -0.543, -1.043], [-1.242, -0.794, 0.906], [1.067, 0.341, 0.907], [-0.036, 0.086, -0.433], [2.450, 0.989, -0.454], [1.018, 0.347, -1.814], [0.240, -0.448, 2.001], [0.743, -0.511, 0.468], [-0.464, 0.247, 0.008], [-0.208, 0.269, -0.148], [-0.296, 0.018, -0.398]], "orbital_gap_ev": [9.4305, 6.2428], "spin_multiplicity": 2, "charge": 1, "homo_ha": [-0.5283, -0.5293]}

{"formula": "CH2F3NOS", "method": "the ωB97M-V functional and the def2-TZVPD basis", "elements": ["C", "N", "O", "F", "F", "F", "S", "H", "H"], "coordinates": [[-1.023822, -0.580360, -0.177916], [1.292624, 0.164112, 0.045592], [-0.289579, 2.108347, -0.015126], [-2.314919, -0.196997, -0.345810], [-0.969740, -1.621832, 0.675913], [1.921285, -1.096351, -0.136602], [-0.236171, 0.909218, 0.797596], [-0.417953, -0.609166, -1.168049], [2.038275, 0.923032, 0.324399]], "forces_ev_per_angstrom": [[0.177, 2.440, 0.046], [2.275, 1.896, 2.832], [-1.284, 2.031, -0.870], [0.402, -0.771, -0.401], [0.172, 0.114, -0.962], [2.109, -2.451, -1.417], [-1.423, -0.808, 0.312], [-1.470, -0.849, 1.553], [-0.958, -1.602, -1.092]], "orbital_gap_ev": [7.3023, 7.1324], "spin_multiplicity": 3, "homo_ha": [-0.2566, -0.3722]}

{"formula": "CH2F3NS2", "method": "the ωB97M-V functional and the def2-TZVPD basis", "elements": ["C", "N", "F", "F", "F", "S", "S", "H", "H"], "coordinates": [[3.009767, 0.077164, -0.139397], [0.027921, -0.656964, 0.378001], [4.055889, -0.407977, -0.782772], [3.341732, 0.475459, 1.077503], [2.470471, 1.085043, -0.815781], [-1.170706, -0.174692, -0.776189], [1.313337, -1.602180, 0.025595], [-0.334276, -0.704264, 1.320980], [-0.439731, 0.799688, -1.328799]], "forces_ev_per_angstrom": [[-2.498, -2.239, 0.217], [-0.784, 0.006, -0.065], [-0.064, 0.138, 0.139], [0.098, 0.025, -0.241], [0.186, -0.079, 0.136], [0.464, -0.266, 0.224], [2.440, 1.966, -0.332], [0.198, 0.239, -0.084], [-0.040, 0.210, 0.005]], "orbital_gap_ev": 8.8935, "spin_multiplicity": 1, "homo_ha": -0.3356}

Question: Number 5 is which compound?
Answer: CH2ClPSi

Repeat the third record exactly.
{"formula": "CH2ClO2P", "method": "the ωB97M-V functional and the def2-TZVPD basis", "elements": ["C", "O", "O", "P", "Cl", "H", "H"], "coordinates": [[-0.186632, 0.665680, -0.390256], [0.872811, -0.223905, -0.626615], [-0.128967, 0.605974, 1.031972], [1.111314, -0.467789, 0.951676], [-0.339571, -2.459900, 0.709892], [-0.232735, 1.756693, -0.855422], [-1.096219, 0.123248, -0.821246]], "forces_ev_per_angstrom": [[-2.931, 0.359, -1.619], [2.046, 0.980, -1.061], [0.461, 0.613, 0.411], [-2.685, -1.954, -0.505], [1.336, 1.383, 0.660], [1.000, -2.190, 1.181], [0.772, 0.809, 0.933]], "orbital_gap_ev": 9.6799, "spin_multiplicity": 1, "homo_ha": -0.3746}